ORCA calculation (ωB97M-V/def2-TZVPD) on an isolated molecule of C7H8N2O in a non-equilibrium geometry.

The molar mass is 136.154 g mol⁻¹. Its HOMO energy is -9.4 eV. As for the SMILES: CC(=O)Nc1ccccn1.

Each line ends with the Löwdin charge.
Positions of all 18 atoms, in Å:
O  -1.903  -0.488  -1.620  0.05
N  -0.685  0.832  0.747  0.13
N  0.351  -0.270  -1.081  0.13
C  0.966  -0.422  2.603  -0.01
C  1.042  -0.703  1.212  0.01
C  -0.386  -0.171  -3.392  0.02
C  -0.834  1.019  2.089  -0.20
C  -0.102  0.464  2.978  -0.13
C  0.230  -0.007  0.314  -0.31
C  -0.712  -0.299  -1.926  -0.48
H  1.505  -1.055  3.195  0.07
H  -0.205  0.889  4.129  0.16
H  1.307  -0.005  -1.232  0.15
H  -1.670  1.933  2.255  0.17
H  0.338  -0.932  -3.677  0.10
H  0.172  0.643  -3.645  0.06
H  -1.246  -0.231  -3.810  0.02
H  1.835  -1.198  0.861  0.06

ORCA calculation (ωB97M-V/def2-TZVPD) on an isolated molecule of C3H7O4P in a non-equilibrium geometry.

The molar mass is 138.059 g mol⁻¹. Its HOMO energy is -8.7 eV. As for the SMILES: O=PC(O)(CO)CO.

Each line ends with the Löwdin charge.
Positions of all 15 atoms, in Å:
P  -0.608  -1.582  -0.503  1.00
O  0.857  -0.204  -2.053  -0.15
O  0.153  -2.610  0.243  -0.44
O  -1.861  -0.384  1.179  -0.12
O  1.503  -0.252  0.635  -0.04
C  0.209  0.044  0.140  -0.59
C  -0.736  0.529  1.217  -0.18
C  0.390  0.898  -1.218  -0.15
H  -0.410  0.254  2.231  0.13
H  1.814  -0.133  -1.943  0.10
H  1.204  1.649  -1.153  0.13
H  1.315  -1.007  1.197  0.07
H  -1.005  1.654  1.196  0.15
H  -0.464  1.335  -1.617  0.09
H  -2.361  -0.192  0.449  0.01

ORCA calculation (ωB97M-V/def2-TZVPD) on a cluster of 2 separate species, C4H6N2O in total.

The molar mass is 98.105 g mol⁻¹. Its HOMO energy is -9.4 eV. As for the SMILES: c1cn[nH]c1.C=O.

Each line ends with the Löwdin charge.
Positions of all 13 atoms, in Å:
O  -1.292  1.909  1.636  -0.01
N  0.374  -0.949  -2.088  -0.05
N  1.435  -1.085  -1.284  0.02
C  -0.184  1.888  2.108  -0.13
C  0.936  -0.940  -0.063  -0.19
C  -0.456  -0.708  -0.083  -0.10
C  -0.781  -0.721  -1.419  -0.11
H  0.521  1.058  1.910  0.06
H  0.505  -1.026  -3.083  0.15
H  0.189  2.696  2.766  0.08
H  1.599  -1.014  0.791  0.09
H  -1.722  -0.588  -1.935  0.11
H  -1.125  -0.521  0.745  0.08